The following is a DFT calculation (wB97M-V/def2-TZVPD) of a molecular structure, C6H12N2 in a non-equilibrium geometry.

Summary:
E_LUMO (spin up / spin down): 0.3 / 0.3 eV
energy above the lowest of the compared OMol25 structures with the same formula, charge and spin: 128.3 kcal per mole
largest force on an atom: 2.5 eV/Å

```
20
Properties=species:S:1:pos:R:3:forces:R:3
C 1.254 0.490 1.899 -0.821 -0.388 0.040
N 1.382 1.543 -0.876 -0.751 -0.970 0.254
C 1.069 0.247 -0.641 2.165 -0.040 1.321
C 0.933 -0.326 0.660 -0.391 0.745 -0.526
H 1.332 2.194 -0.107 0.177 0.029 -0.221
H 1.729 1.841 -1.773 -0.400 0.079 0.111
H 1.296 -0.454 -1.434 -0.488 0.231 -0.302
H 1.438 -1.290 0.724 -0.881 -0.220 -0.266
H 0.802 1.483 1.856 0.374 0.187 0.036
H 2.318 0.491 2.143 -0.004 0.349 -0.204
H 0.745 0.000 2.732 0.056 -0.001 0.065
C -0.972 -0.523 0.591 -0.601 0.233 -1.457
C -1.453 -0.064 -0.905 -1.572 -0.913 1.041
C -1.522 -0.805 -2.005 0.745 -0.109 -0.659
N -1.417 -1.669 1.069 0.353 0.245 0.577
H -2.358 -1.928 0.774 0.602 -0.149 -0.718
H -1.278 0.385 1.135 1.343 0.393 0.488
H -2.255 0.670 -0.775 0.159 0.052 -0.167
H -0.769 -1.533 -2.287 0.047 -0.441 0.546
H -2.277 -0.751 -2.780 -0.112 0.688 0.042
```
Forces are in eV/Å.


The following is a DFT calculation (wB97M-V/def2-TZVPD) of C4H2N2O in the gas phase in a non-equilibrium geometry.

Summary:
E_LUMO: 0.0 eV
energy above the lowest of the compared OMol25 structures with the same formula, charge and spin: 43.1 kcal per mole
largest force on an atom: 4.3 eV/Å
SMILES: N#C[C@@H]1O[C@H]1C#N

```
9
Properties=species:S:1:pos:R:3:forces:R:3
N 2.833 -0.573 0.190 0.850 -0.447 0.296
C 1.807 -0.249 -0.189 0.762 0.446 -0.193
C 0.561 0.235 -0.598 -3.575 -0.480 2.374
O -0.009 1.369 0.005 0.628 0.938 0.101
C -0.527 0.221 0.601 2.649 0.072 -1.510
C -1.797 -0.164 0.142 0.531 0.002 0.784
N -2.750 -0.604 -0.279 -2.039 -0.670 -0.809
H 0.006 -0.137 -1.421 0.439 -0.063 -1.320
H -0.126 -0.099 1.549 -0.245 0.202 0.279
```
Forces are in eV/Å.


The following is a DFT calculation (wB97M-V/def2-TZVPD) of a gas-phase ion, C4H13N2O (charge +1) in a non-equilibrium geometry.

Summary:
E_LUMO: -3.0 eV
energy above the lowest of the compared OMol25 structures with the same formula, charge and spin: 38.7 kcal per mole
charge: +1
largest force on an atom: 1.1 eV/Å
SMILES: [NH3+]CCNCCO

```
20
Properties=species:S:1:pos:R:3:forces:R:3
N 1.674 -0.634 0.187 -0.470 0.214 -0.587
C 1.900 0.767 -0.290 0.375 0.819 0.632
C 0.549 1.537 -0.366 0.588 -0.245 0.236
N -0.412 0.824 0.461 -0.759 0.119 -0.493
C -1.560 0.240 -0.294 0.232 -0.025 1.039
C -1.881 -1.109 0.327 0.539 0.421 0.631
O -0.793 -1.979 -0.040 -0.055 0.573 -0.190
H 1.508 -0.619 1.182 0.098 -0.078 0.446
H 2.429 -1.263 -0.047 0.358 -0.143 0.013
H 0.779 -1.023 -0.164 0.054 -0.227 -0.071
H 2.524 1.250 0.464 0.011 -0.177 0.037
H 2.504 0.774 -1.188 -0.245 -0.234 -0.370
H 0.714 2.546 0.005 0.091 0.046 0.029
H 0.258 1.652 -1.409 -0.294 -0.187 0.004
H -0.774 1.388 1.222 0.211 0.028 -0.216
H -2.416 0.910 -0.214 -0.136 -0.078 -0.376
H -1.232 0.101 -1.317 -0.293 0.044 -0.294
H -2.867 -1.507 0.099 0.093 -0.100 -0.445
H -1.829 -0.969 1.414 -0.232 -0.096 -0.042
H -1.075 -2.885 -0.031 -0.166 -0.675 0.017
```
Forces are in eV/Å.


The following is a DFT calculation (wB97M-V/def2-TZVPD) of a gas-phase ion, C48H73N16O8 (charge +1) in a non-equilibrium geometry.

Summary:
E_LUMO: -1.4 eV
energy above the lowest of the compared OMol25 structures with the same formula, charge and spin: 5.3 kcal per mole
charge: +1
largest force on an atom: 1.3 eV/Å

```
145
Properties=species:S:1:pos:R:3:forces:R:3
C 7.026 0.580 -2.525 -0.336 0.456 0.105
C 6.272 1.434 -2.159 0.200 -0.371 0.004
C 5.342 2.458 -1.707 -0.301 0.379 0.000
H 4.618 2.657 -2.505 0.173 0.085 0.099
H 5.897 3.381 -1.489 -0.172 -0.078 -0.040
O 4.552 2.090 -0.580 0.031 0.004 -0.397
C 5.190 2.135 0.677 0.397 -0.328 0.436
C 6.097 0.938 0.967 0.038 0.362 -0.144
H 6.912 0.883 0.234 -0.076 0.004 0.180
H 6.534 1.072 1.968 -0.039 0.030 -0.051
O 5.331 -0.249 0.921 -0.268 -0.007 -0.123
C 6.062 -1.382 1.348 -0.097 -0.367 0.112
H 6.977 -1.488 0.749 -0.044 -0.024 0.065
H 6.360 -1.254 2.398 0.011 0.004 -0.085
C 5.223 -2.655 1.162 0.303 0.258 -0.165
H 5.771 -3.490 1.620 -0.016 0.027 -0.080
H 5.114 -2.847 0.091 0.126 -0.024 0.057
O 3.904 -2.598 1.642 -0.034 0.065 0.005
C 3.691 -2.720 3.036 -0.175 0.138 0.322
C 3.839 -1.387 3.797 0.148 -0.385 -0.159
N 3.307 -0.288 3.031 0.087 0.009 -0.180
C 2.049 0.153 3.169 -0.279 0.393 0.146
N 1.630 1.085 2.288 0.074 0.202 0.358
C 0.397 1.568 2.538 0.170 -0.251 0.225
N -0.448 1.047 3.418 -0.343 -0.018 0.064
C 0.064 0.114 4.223 0.306 0.444 -0.291
N -0.738 -0.383 5.187 0.028 -0.024 0.055
C -2.167 -0.363 5.003 -0.246 0.097 -0.113
H -2.638 -0.370 5.988 -0.014 0.024 -0.066
C -2.578 -1.608 4.174 -0.307 0.200 -0.105
N -1.623 -2.672 4.433 -0.010 -0.149 0.327
C -0.860 -3.293 3.512 -0.383 0.062 -0.281
O 0.195 -3.834 3.782 0.320 -0.163 -0.021
C -1.405 -3.376 2.069 -0.108 -0.440 0.543
N -0.630 -2.468 1.268 0.654 0.178 -0.513
C 0.649 -2.589 0.869 0.187 0.593 -0.256
C 0.918 -1.404 0.216 0.109 -0.617 0.464
N -0.196 -0.645 0.274 0.253 0.241 -0.224
N -1.112 -1.289 0.904 -1.127 0.078 0.311
C 2.173 -0.939 -0.440 -0.116 -0.382 -0.334
N 2.234 0.533 -0.279 0.047 0.025 -0.150
H 3.159 0.912 -0.537 -0.213 -0.061 0.062
H 1.511 0.955 -0.907 0.246 0.038 0.244
C 2.245 -1.291 -1.939 0.240 -0.192 0.127
C 1.802 -2.729 -2.196 -0.136 0.317 0.000
H 2.013 -2.998 -3.227 0.043 -0.083 -0.138
H 2.336 -3.414 -1.542 0.128 -0.169 0.105
H 0.734 -2.853 -2.043 -0.092 -0.079 0.003
C 3.671 -1.068 -2.466 -0.305 0.219 -0.193
C 3.680 -0.681 -3.940 0.143 -0.097 0.199
H 3.123 0.240 -4.093 -0.080 0.123 -0.063
H 4.700 -0.526 -4.284 0.072 0.018 -0.119
H 3.225 -1.457 -4.549 -0.066 -0.066 -0.136
H 4.179 -0.286 -1.901 0.101 -0.012 0.091
H 4.249 -1.985 -2.328 0.087 -0.047 0.139
H 1.562 -0.618 -2.469 -0.035 0.038 0.019
H 3.017 -1.395 0.084 -0.084 0.173 -0.057
H 1.258 -3.440 1.077 0.162 -0.291 0.098
H -2.446 -3.057 1.996 0.172 0.012 -0.032
C -1.260 -4.835 1.604 -0.007 0.170 -0.146
C -1.543 -5.018 0.139 -0.023 -0.008 0.132
C -2.836 -4.886 -0.355 0.184 -0.007 -0.055
C -3.107 -5.071 -1.695 0.032 -0.089 -0.347
C -2.075 -5.393 -2.570 0.138 -0.035 0.472
C -0.782 -5.533 -2.089 -0.138 -0.030 -0.146
C -0.524 -5.344 -0.745 -0.148 -0.020 -0.009
H 0.486 -5.466 -0.382 0.128 -0.017 0.067
H 0.023 -5.779 -2.767 0.097 -0.013 -0.093
O -2.374 -5.549 -3.895 -0.095 -0.169 -0.120
H -1.562 -5.729 -4.387 -0.084 0.069 0.022
H -4.111 -4.973 -2.076 -0.129 0.007 -0.046
H -3.646 -4.644 0.318 -0.128 0.014 0.086
H -1.961 -5.431 2.194 0.087 0.010 0.082
H -0.252 -5.178 1.842 -0.090 0.009 0.060
C -1.152 -2.692 5.807 0.182 -0.103 0.104
C -0.277 -1.450 6.049 0.183 -0.242 0.204
H -0.342 -1.130 7.093 0.033 -0.064 -0.030
H 0.763 -1.653 5.793 -0.193 -0.047 0.146
H -0.577 -3.604 5.963 -0.108 0.113 0.077
H -2.028 -2.700 6.459 0.024 -0.018 -0.014
H -2.562 -1.341 3.118 -0.024 -0.024 0.060
H -3.586 -1.934 4.452 0.019 0.087 -0.063
H -2.443 0.548 4.475 -0.104 -0.112 0.134
N 1.328 -0.307 4.180 0.197 -0.366 0.114
N -0.004 2.669 1.879 0.055 -0.017 0.006
C -1.372 3.118 1.897 -0.284 -0.011 0.025
H -1.896 2.602 2.698 -0.021 0.182 -0.097
H -1.383 4.194 2.095 -0.016 -0.045 0.014
C -2.026 2.804 0.530 -0.318 -0.023 0.231
N -0.981 2.718 -0.470 0.237 0.212 -0.077
C -0.797 1.707 -1.331 -0.192 0.106 0.240
O 0.284 1.539 -1.893 0.062 -0.064 -0.493
C -2.009 0.837 -1.650 0.355 -0.542 -0.174
N -3.143 1.673 -1.932 -0.354 0.624 -0.414
C -3.243 2.677 -2.833 -0.516 0.086 0.099
C -4.513 3.181 -2.644 0.645 -0.130 -0.372
N -5.093 2.459 -1.661 -0.631 0.251 -0.057
N -4.275 1.571 -1.242 0.210 -0.960 0.787
C -5.176 4.337 -3.311 -0.302 0.174 0.143
N -4.585 4.508 -4.634 -0.025 -0.046 -0.199
H -4.775 3.695 -5.211 -0.016 0.083 -0.017
H -4.999 5.312 -5.095 0.028 -0.062 -0.015
H -6.258 4.125 -3.346 0.220 0.012 0.023
C -4.973 5.634 -2.493 0.212 -0.165 0.193
C -3.484 5.919 -2.302 -0.233 0.087 -0.131
H -2.969 5.837 -3.255 0.176 0.024 -0.034
H -3.044 5.206 -1.607 0.083 -0.063 0.116
H -3.339 6.921 -1.906 0.038 0.091 0.064
C -5.699 5.583 -1.145 -0.138 0.158 -0.249
C -7.211 5.734 -1.264 0.203 -0.070 0.101
H -7.661 5.768 -0.275 -0.134 0.001 0.050
H -7.645 4.895 -1.800 -0.132 -0.069 -0.057
H -7.465 6.653 -1.788 -0.079 0.089 -0.051
H -5.474 4.636 -0.648 0.103 0.066 0.083
H -5.315 6.393 -0.519 0.067 -0.030 0.036
H -5.400 6.450 -3.087 -0.056 0.004 -0.022
H -2.459 2.949 -3.504 0.242 0.088 -0.190
H -2.262 0.241 -0.765 -0.031 0.152 -0.128
C -1.702 -0.109 -2.811 -0.100 -0.050 0.208
C -2.906 -0.975 -3.167 0.219 -0.056 0.048
C -2.485 -2.350 -3.633 0.175 0.237 0.109
O -1.371 -2.799 -3.519 0.269 0.026 -0.078
O -3.497 -3.026 -4.151 -0.636 -0.308 -0.282
H -3.240 -3.959 -4.332 0.236 0.324 0.101
H -3.536 -0.525 -3.935 -0.079 -0.005 0.068
H -3.538 -1.132 -2.287 -0.106 -0.014 -0.033
H -0.881 -0.760 -2.508 0.002 0.105 -0.039
H -1.369 0.462 -3.679 0.086 -0.002 0.024
C 0.066 3.708 -0.303 0.166 0.080 -0.148
H 0.727 3.662 -1.169 -0.087 0.095 0.127
H -0.413 4.690 -0.277 0.023 -0.030 -0.003
C 0.838 3.445 1.004 0.174 0.107 -0.123
H 1.770 2.912 0.829 -0.062 0.091 -0.023
H 1.077 4.401 1.489 0.065 -0.080 -0.072
H -2.554 1.855 0.589 0.017 0.085 0.000
H -2.745 3.588 0.269 -0.034 -0.098 -0.005
H 2.012 0.801 0.741 0.185 -0.001 -0.460
H 3.793 -0.086 2.164 -0.058 0.090 0.086
H 3.286 -1.449 4.733 0.158 -0.032 -0.025
H 4.888 -1.173 4.016 -0.089 -0.027 0.049
H 2.657 -3.065 3.132 0.078 0.000 0.082
H 4.359 -3.475 3.467 -0.035 -0.010 -0.024
H 4.377 2.160 1.410 0.084 0.052 0.021
H 5.784 3.053 0.772 -0.084 -0.026 0.019
H 7.695 -0.155 -2.862 0.390 -0.433 -0.201
```
Forces are in eV/Å.